{"formula": "C19H66BrClO13Si", "method": "wB97M-V/def2-TZVPD", "elements": ["C", "C", "Br", "C", "Si", "C", "C", "C", "Cl", "H", "H", "H", "H", "H", "H", "H", "H", "H", "H", "H", "H", "H", "H", "C", "O", "H", "H", "H", "H", "C", "O", "H", "H", "H", "H", "C", "O", "H", "H", "H", "H", "C", "O", "H", "H", "H", "H", "C", "O", "H", "H", "H", "H", "C", "O", "H", "H", "H", "H", "C", "O", "H", "H", "H", "H", "C", "O", "H", "H", "H", "H", "C", "O", "H", "H", "H", "H", "C", "O", "H", "H", "H", "H", "C", "O", "H", "H", "H", "H", "C", "O", "H", "H", "H", "H", "C", "O", "H", "H", "H", "H"], "positions_angstrom": [[-8.604742, 1.048292, -4.461938], [-7.847853, -0.206477, -4.072999], [-8.327264, -1.626266, -5.363070], [-8.122418, -0.712418, -2.670879], [-7.786902, 0.580859, -1.326244], [-6.104679, 1.351454, -1.688991], [-4.951229, 0.347110, -1.620160], [-3.594241, 0.996510, -1.919564], [-2.941892, 0.487167, -3.511192], [-8.537257, 1.200468, -5.537617], [-8.173598, 1.928792, -3.987614], [-9.659865, 0.960155, -4.210353], [-6.780057, -0.062829, -4.218850], [-9.155433, -1.056832, -2.597564], [-7.497447, -1.589200, -2.485441], [-8.778042, 1.661531, -1.503822], [-7.829555, 0.001790, 0.019204], [-5.921756, 2.174911, -0.995396], [-6.125709, 1.781813, -2.693913], [-4.897001, -0.103695, -0.629474], [-5.107349, -0.434631, -2.361564], [-2.834356, 0.765817, -1.178476], [-3.682490, 2.077836, -1.984342], [-2.381987, 2.909036, -6.927936], [-3.185589, 3.256248, -5.806715], [-2.375096, 3.761858, -7.601990], [-1.352685, 2.691591, -6.629570], [-2.789802, 2.047148, -7.462406], [-3.193455, 2.504282, -5.207814], [0.220479, -0.094805, -1.343881], [-0.397638, 0.035569, -0.060592], [-0.138725, -1.021681, -1.784624], [-0.065060, 0.733523, -1.997099], [1.305945, -0.134923, -1.248890], [-0.081421, 0.850748, 0.335048], [1.019635, -4.022650, -0.298713], [0.117399, -3.886260, -1.389334], [1.671441, -4.862713, -0.527445], [1.631827, -3.125563, -0.167383], [0.494875, -4.230998, 0.636955], [-0.463857, -3.147630, -1.190701], [4.299331, 0.076260, 0.638760], [3.566836, 0.037119, -0.586725], [3.952596, 0.948504, 1.187737], [4.116992, -0.805143, 1.254018], [5.372952, 0.173587, 0.462734], [3.862549, -0.731604, -1.080440], [6.564361, 1.327821, 3.264964], [5.801629, 0.132955, 3.408360], [5.896462, 2.106194, 2.907625], [6.990104, 1.641834, 4.222035], [7.373088, 1.198767, 2.538826], [6.395940, -0.555774, 3.719185], [8.200259, -2.123360, 6.091623], [7.494319, -2.244406, 4.851450], [7.798835, -1.251284, 6.599838], [8.052971, -2.997872, 6.724105], [9.267762, -1.980687, 5.920113], [7.850010, -3.007758, 4.381184], [4.821756, -4.699256, 5.278486], [4.714155, -3.336468, 4.909942], [3.822398, -5.050014, 5.526945], [5.208273, -5.316712, 4.460050], [5.462523, -4.833200, 6.156574], [5.599358, -3.019040, 4.691976], [-0.273107, 5.771763, -8.998725], [-0.339803, 4.536245, -9.700486], [-0.643300, 5.587985, -7.993102], [0.753253, 6.142054, -8.930348], [-0.898764, 6.536265, -9.466863], [-0.016933, 4.681252, -10.592519], [4.312271, 5.083780, 1.247436], [4.994756, 3.889471, 1.612312], [4.838657, 5.908730, 1.720610], [4.320711, 5.237087, 0.165431], [3.277940, 5.080156, 1.600612], [4.539599, 3.153143, 1.194973], [8.129391, -3.198340, 1.364465], [8.920175, -4.096584, 2.141240], [8.562218, -2.208518, 1.482511], [8.137104, -3.465037, 0.305415], [7.097801, -3.179263, 1.727244], [8.552234, -4.978412, 2.045356], [-8.172071, -3.067990, 1.429185], [-7.559720, -1.804246, 1.656204], [-8.665174, -3.011288, 0.461297], [-7.435112, -3.874533, 1.399339], [-8.922225, -3.295610, 2.190860], [-7.117651, -1.833131, 2.508268], [-11.323203, 2.471112, 0.028837], [-11.189459, 1.175341, -0.539848], [-10.428461, 3.027780, -0.239703], [-12.195455, 2.997442, -0.367641], [-11.395014, 2.427854, 1.118867], [-11.971423, 0.666138, -0.313760], [10.544205, -0.944068, 8.597065], [9.854087, -2.180136, 8.747162], [9.823596, -0.218468, 8.227858], [10.941386, -0.586379, 9.550002], [11.362104, -1.023348, 7.875872], [10.479063, -2.830405, 9.076054]], "forces_ev_per_a": [[0.0, -0.1, -0.4], [-0.1, 0.1, 0.1], [0.1, -0.1, 0.0], [0.1, -0.1, 0.2], [0.0, 0.4, -0.7], [0.1, -0.3, 0.1], [0.2, 0.4, -0.1], [-0.1, 0.2, 0.1], [0.1, 0.0, -0.2], [0.0, 0.1, 0.0], [-0.1, 0.0, 0.2], [0.0, 0.1, 0.1], [0.0, -0.1, -0.1], [-0.1, 0.1, 0.0], [0.0, 0.0, 0.1], [0.0, 0.0, 0.2], [0.0, -0.1, 0.1], [0.0, 0.1, 0.0], [-0.1, 0.1, 0.0], [-0.1, -0.2, 0.0], [0.0, -0.2, 0.2], [0.1, -0.2, 0.0], [0.0, 0.0, 0.0], [-0.1, 0.0, 0.1], [0.0, 0.0, -0.1], [0.0, 0.0, 0.0], [0.0, 0.0, -0.1], [0.0, 0.0, 0.0], [0.0, -0.1, 0.1], [0.0, 0.2, 0.2], [-0.1, -0.1, -0.1], [0.0, 0.0, 0.0], [0.0, -0.1, -0.1], [0.0, 0.0, -0.1], [0.1, 0.0, 0.1], [-0.1, 0.0, -0.1], [0.1, 0.0, 0.1], [0.0, 0.0, 0.0], [0.0, 0.0, 0.0], [0.0, 0.0, 0.0], [-0.1, 0.0, 0.0], [0.0, -0.1, -0.1], [0.1, 0.0, 0.1], [0.0, 0.0, 0.1], [0.0, 0.0, 0.0], [0.0, 0.0, 0.0], [0.0, 0.0, -0.1], [-0.1, -0.2, 0.0], [0.1, 0.2, -0.1], [0.0, 0.0, 0.0], [0.0, 0.1, 0.0], [0.0, 0.1, 0.0], [0.0, -0.2, 0.2], [-0.1, 0.0, -0.1], [-0.1, -0.2, -0.2], [0.0, 0.0, 0.0], [0.0, 0.0, 0.0], [0.0, 0.0, 0.0], [0.2, 0.1, -0.1], [0.0, 0.1, 0.0], [0.0, -0.2, -0.1], [0.0, 0.0, 0.0], [0.0, 0.0, 0.0], [0.0, 0.0, 0.0], [0.0, 0.2, 0.2], [0.0, -0.1, -0.1], [0.0, 0.1, 0.1], [0.0, 0.0, 0.0], [0.0, 0.0, 0.0], [0.0, 0.0, 0.0], [0.0, 0.0, -0.1], [0.0, -0.1, 0.0], [-0.1, 0.1, -0.1], [0.0, 0.0, 0.0], [0.0, 0.0, 0.0], [0.0, 0.0, 0.0], [0.0, -0.1, 0.0], [0.0, -0.1, 0.1], [-0.1, 0.1, 0.1], [0.0, 0.0, 0.0], [0.0, 0.0, 0.0], [0.0, 0.1, -0.1], [0.0, -0.1, 0.0], [0.1, 0.1, 0.0], [0.0, -0.1, 0.0], [0.0, 0.0, 0.0], [0.0, 0.0, 0.0], [0.0, 0.0, 0.0], [0.0, 0.0, 0.0], [0.0, -0.1, 0.0], [0.0, 0.0, 0.0], [0.0, 0.0, 0.0], [0.0, 0.0, 0.0], [0.0, 0.0, 0.0], [0.0, 0.0, 0.0], [0.0, -0.1, 0.0], [0.0, 0.1, 0.0], [0.0, 0.0, 0.0], [0.0, 0.0, 0.0], [0.0, 0.0, 0.0], [0.0, -0.1, 0.0]], "gap_ev": 9.877, "homo_ev": -9.5}